The following is a DFT calculation (ωB97M-V/def2-TZVPD) of a 3-piece molecular cluster, C24H44ClF5N3O7PS overall in a non-equilibrium geometry.

```
! wB97M-V def2-TZVPD RIJCOSX def2/J DEFGRID3
* xyz 0 1
C 1.73 -1.26 4.04
C 1.69 -1.25 2.84
C 1.64 -1.24 1.38
C 0.58 -2.19 0.77
C -0.67 -2.36 1.65
C -1.91 -2.67 0.81
C -2.40 -1.56 -0.13
C -1.89 -0.12 0.14
C -2.80 0.71 1.09
C -2.02 1.51 2.11
F -1.53 0.72 3.10
F -0.95 2.11 1.54
C -2.89 2.61 2.79
F -2.84 3.74 2.09
F -2.47 2.86 4.03
F -4.17 2.22 2.86
O -1.44 -3.77 -0.13
S -1.39 -5.15 0.65
O -2.01 -6.19 -0.08
O -0.10 -5.40 1.18
O -2.33 -4.68 1.94
C -2.98 -3.51 1.54
O -3.89 -3.91 0.46
N -4.90 -4.78 0.99
O -5.41 -5.37 0.14
P -4.15 -2.78 2.85
O -3.12 -1.67 3.45
Cl -5.48 -1.68 1.69
H 1.87 -1.12 5.08
H 2.62 -1.55 1.01
H 1.50 -0.21 1.03
H 0.30 -1.79 -0.20
H 1.02 -3.17 0.60
H -0.52 -3.11 2.42
H -0.88 -1.42 2.18
H -2.05 -1.82 -1.13
H -3.48 -1.53 -0.20
H -0.86 -0.07 0.48
H -1.92 0.39 -0.82
H -3.56 0.10 1.56
H -3.33 1.46 0.49
H -3.48 -1.41 4.31
C -2.37 2.07 -5.23
C -1.19 1.25 -4.74
N -1.53 -0.11 -4.38
C -0.46 -0.80 -3.68
C 0.84 -1.08 -4.43
C -2.22 -0.88 -5.40
C -1.52 -1.07 -6.75
H -3.17 2.08 -4.48
H -2.06 3.10 -5.41
H -2.78 1.68 -6.16
H -0.79 1.74 -3.84
H -0.39 1.30 -5.50
H -0.86 -1.75 -3.29
H -0.22 -0.21 -2.79
H 0.74 -1.90 -5.14
H 1.62 -1.37 -3.72
H 1.20 -0.21 -4.97
H -3.18 -0.40 -5.58
H -2.47 -1.86 -4.98
H -1.04 -0.16 -7.10
H -2.25 -1.38 -7.50
H -0.76 -1.86 -6.71
C 1.91 2.89 2.72
C 3.22 2.13 2.62
N 4.06 2.57 1.52
C 5.19 1.68 1.27
C 6.26 1.55 2.36
C 4.36 3.99 1.48
C 5.07 4.61 2.69
H 1.35 2.82 1.79
H 1.30 2.46 3.52
H 2.06 3.94 2.96
H 2.99 1.07 2.46
H 3.74 2.18 3.59
H 5.67 1.99 0.34
H 4.78 0.69 1.08
H 6.92 2.41 2.40
H 6.89 0.68 2.15
H 5.83 1.40 3.35
H 3.42 4.53 1.32
H 4.95 4.19 0.58
H 4.66 4.25 3.64
H 4.94 5.70 2.67
H 6.14 4.42 2.69
*
```

Computed properties:
SMILES string = C#CCCC[C@@]1(CCCC(F)(F)C(F)(F)F)OS(=O)(=O)O[C@@]1(ON=O)P(O)Cl.CCN(CC)CC.CCN(CC)CC
LUMO level = -0.4 eV
gap between HOMO and LUMO = 7.76 eV

Löwdin population analysis, charges in e, atoms 1 to 2: C 0.1251; C -0.1563



The following is a DFT calculation (ωB97M-V/def2-TZVPD) of C31H50BN11RhS3 as an isolated structure.

```
! wB97M-V def2-TZVPD RIJCOSX def2/J DEFGRID3
* xyz 3 5
Rh 2.29 1.11 0.25
C -2.54 4.30 -0.58
C -1.85 3.03 -0.97
C -2.02 2.44 -2.18
C -1.32 1.25 -2.53
N -0.59 0.63 -1.66
N -0.47 1.16 -0.41
B 0.21 0.19 0.52
N 0.18 -1.28 0.05
N -0.98 -1.78 -0.37
C -1.03 -3.08 -0.62
C 0.12 -3.89 -0.42
C 1.31 -3.37 0.01
C 2.54 -4.18 0.23
C 1.29 -1.98 0.23
S 2.68 -1.04 0.68
C -2.32 -3.67 -1.15
C -2.77 -4.84 -0.27
C -3.43 -2.61 -1.19
C -2.04 -4.18 -2.58
N -0.20 0.23 2.02
N -1.31 -0.47 2.25
C -1.75 -0.56 3.49
C -1.04 0.03 4.54
C 0.09 0.78 4.31
C 0.85 1.46 5.40
C 0.48 0.89 2.96
S 1.72 2.00 2.45
C -3.05 -1.34 3.68
C -4.13 -0.73 2.77
C -2.78 -2.80 3.26
C -3.51 -1.30 5.13
C -0.94 2.39 -0.07
S -0.47 3.24 1.33
C -1.43 0.67 -3.93
C -0.59 -0.60 -4.05
C -0.91 1.73 -4.92
C -2.90 0.35 -4.22
H -3.21 4.63 -1.37
H -3.12 4.16 0.33
H -1.82 5.10 -0.38
H -2.67 2.91 -2.92
H 0.05 -4.95 -0.64
H 2.35 -5.23 0.03
H 3.35 -3.84 -0.43
H 2.90 -4.08 1.26
H -3.01 -4.52 0.75
H -3.66 -5.29 -0.70
H -2.02 -5.63 -0.20
H -3.54 -2.10 -0.23
H -3.22 -1.85 -1.95
H -4.37 -3.09 -1.44
H -1.35 -5.03 -2.58
H -2.98 -4.54 -3.02
H -1.65 -3.40 -3.22
H -1.39 -0.09 5.56
H 0.51 1.13 6.37
H 1.92 1.26 5.31
H 0.72 2.55 5.33
H -3.83 -0.76 1.72
H -5.05 -1.30 2.88
H -4.33 0.31 3.05
H -2.41 -2.84 2.24
H -2.05 -3.28 3.92
H -3.71 -3.37 3.32
H -3.69 -0.28 5.47
H -4.45 -1.84 5.22
H -2.80 -1.78 5.81
H 0.48 -0.40 -3.94
H -0.88 -1.34 -3.30
H -0.75 -1.04 -5.04
H 0.11 2.03 -4.68
H -0.90 1.30 -5.92
H -1.55 2.61 -4.95
H -3.31 -0.37 -3.51
H -3.53 1.24 -4.21
H -2.98 -0.09 -5.22
C 7.18 1.26 0.31
N 6.42 2.37 -0.27
C 7.18 3.46 -0.92
C 5.09 2.33 -0.28
N 4.37 1.28 0.02
N 4.47 3.53 -0.63
C 3.17 3.77 -1.00
N 2.95 5.00 -1.48
N 2.24 2.86 -0.88
H 8.16 1.62 0.59
H 7.30 0.44 -0.41
H 6.69 0.90 1.21
H 8.19 3.10 -1.10
H 7.24 4.34 -0.28
H 6.75 3.71 -1.89
H 4.94 0.46 0.15
H 5.08 4.33 -0.65
H 3.69 5.65 -1.67
H 2.01 5.29 -1.71
H 1.35 3.20 -1.23
*
```

Computed properties:
<S²> = 6.029
LUMO level (spin up / spin down) = -8.5 / -10.5 eV
gap between HOMO and LUMO (spin up / spin down) = 7.39 / 6.24 eV

Löwdin population analysis, charges in e, atoms 1 to 2: Rh 0.6931; C -0.0443



| no. | E (eV) |
| --- | --- |
| 1 | -90634.196 |
| 2 | -85518.076 |